# 1
C20H12F6N4O4PdS2 | wB97M-V/def2-TZVPD

The geometry in XYZ format:
```
49
Properties=species:S:1:pos:R:3:nbo_charge:R:1
Pd 0.834 0.340 0.586 1.06
C 4.435 -0.251 -1.683 -0.23
C 3.521 0.275 -0.759 0.16
N 2.382 -0.341 -0.490 -0.40
C 2.063 -1.492 -1.125 0.18
C 2.921 -2.077 -2.062 -0.12
C 4.136 -1.413 -2.343 -0.05
C 2.533 -3.314 -2.628 0.00
C 1.366 -3.949 -2.234 -0.21
C 0.524 -3.374 -1.295 -0.12
C 0.828 -2.107 -0.774 0.18
N 0.092 -1.390 0.124 -0.27
C -1.154 -1.600 0.567 0.14
C -2.163 -2.324 -0.133 -0.10
C -3.405 -2.475 0.422 -0.21
C -3.706 -1.912 1.674 0.06
C -2.776 -1.134 2.377 -0.18
C -3.049 -0.492 3.608 -0.03
C -2.084 0.298 4.176 -0.24
C -0.861 0.455 3.511 0.19
N -0.571 -0.177 2.378 -0.50
C -1.502 -0.938 1.814 0.34
H 5.359 0.280 -1.864 0.27
H 3.707 1.203 -0.240 0.27
H 4.823 -1.834 -3.067 0.26
H 3.187 -3.789 -3.349 0.26
H 1.125 -4.923 -2.638 0.27
H -0.332 -3.929 -0.938 0.25
H -1.978 -2.671 -1.139 0.25
H -4.178 -2.997 -0.125 0.27
H -4.699 -2.044 2.089 0.26
H -4.014 -0.625 4.081 0.25
H -2.253 0.817 5.108 0.27
H -0.101 1.116 3.905 0.25
F -3.137 4.008 -0.740 -0.28
C -2.775 3.716 0.491 0.77
F -3.743 3.034 1.099 -0.30
F -2.504 4.811 1.169 -0.28
S -1.289 2.615 0.482 2.20
O -0.759 2.584 1.825 -0.95
O -1.714 1.316 -0.016 -0.98
N -0.362 3.394 -0.527 -1.17
S 0.963 2.694 -0.939 2.17
O 1.821 2.329 0.233 -0.95
O 0.813 1.587 -1.848 -0.94
C 1.772 3.975 -2.001 0.79
F 0.974 4.213 -3.013 -0.27
F 2.017 5.077 -1.324 -0.28
F 2.911 3.438 -2.426 -0.30
```

Summary:
Charge ... +2
E_HOMO (alpha / beta) ... -15.460 / -15.431 eV
ΔE to the lowest compared entry with this formula, charge and spin ... 125.6 kJ/mol
Molar mass ... 656.88 g/mol
Kohn-Sham gap (alpha / beta) ... 5.37 / 5.35 eV

=====

# 2
C5H13NOSi | wB97M-V/def2-TZVPD

The geometry in XYZ format:
```
21
Properties=species:S:1:pos:R:3:nbo_charge:R:1
C -2.306 0.803 -0.025 -0.42
C -1.920 -0.134 -1.219 -0.22
C -1.384 0.565 1.236 -0.73
C 3.002 1.039 -0.283 -0.22
C 0.950 -1.788 0.450 -1.14
N -0.507 -0.040 -1.543 -1.10
O 1.678 0.866 -0.609 -0.91
Si 0.471 -0.051 -0.114 1.92
H -2.105 1.776 -0.351 0.19
H -3.316 0.619 0.213 0.20
H -2.224 -1.076 -0.848 0.17
H -2.629 0.200 -1.951 0.20
H -1.123 1.486 1.821 0.21
H -1.627 -0.318 1.868 0.20
H 3.332 2.042 -0.762 0.19
H 3.575 0.174 -0.864 0.16
H 3.136 0.890 0.750 0.17
H 0.113 -2.333 0.584 0.24
H 1.426 -2.373 -0.284 0.24
H 1.556 -1.745 1.413 0.23
H -0.170 0.410 -2.380 0.41
```

Summary:
Charge ... 0
E_HOMO ... -8.286 eV
ΔE to the lowest compared entry with this formula, charge and spin ... 164.7 kJ/mol
Molar mass ... 131.25 g/mol
Kohn-Sham gap ... 9.10 eV

=====

# 3
C11H25NO6S2 | wB97M-V/def2-TZVPD

The geometry in XYZ format:
```
45
Properties=species:S:1:pos:R:3:nbo_charge:R:1
C 2.903 -2.573 -2.040 -0.72
C 2.308 -2.253 -3.410 0.73
O 2.571 -2.978 -4.352 -0.50
N 1.344 -1.078 -3.479 -0.62
H 0.692 -1.034 -2.723 0.51
H 1.860 -0.232 -3.359 0.47
C 0.628 -0.955 -4.744 -0.41
H 2.377 -1.880 -1.376 0.27
H 3.929 -2.195 -2.112 0.25
H 2.977 -3.573 -1.855 0.25
H 0.139 0.135 -4.837 0.22
H -0.141 -1.548 -4.335 0.24
H 1.170 -1.127 -5.559 0.22
O -0.032 -0.612 -1.417 -1.33
H -0.257 -0.582 -0.466 0.44
C -2.766 -0.489 2.280 -0.40
C -2.550 0.110 3.581 -0.42
C -3.502 -0.196 4.539 -0.71
S -4.899 -0.869 3.793 2.21
O -5.769 0.191 3.278 -0.94
O -5.499 -1.997 4.470 -0.93
C -3.899 -1.472 2.543 -0.72
H -1.960 -0.763 1.785 0.23
H -3.035 0.400 1.640 0.22
H -2.648 1.233 3.458 0.22
H -1.439 0.027 3.950 0.22
H -3.804 0.513 5.365 0.27
H -3.271 -1.039 5.162 0.24
H -4.490 -1.641 1.610 0.27
H -3.590 -2.419 2.874 0.25
C 1.115 2.717 0.306 -0.38
C 1.993 1.578 0.898 -0.44
C 3.178 1.598 0.128 -0.71
S 2.818 2.066 -1.529 2.28
O 2.803 0.833 -2.211 -1.01
O 3.552 3.189 -1.876 -0.94
C 1.177 2.518 -1.284 -0.74
H 1.354 3.708 0.705 0.21
H 0.177 2.508 0.660 0.22
H 1.239 0.601 0.676 0.23
H 1.963 1.709 1.995 0.24
H 3.703 0.439 0.121 0.25
H 4.095 2.275 0.505 0.26
H 0.745 1.735 -1.722 0.27
H 0.728 3.428 -1.658 0.26
```

Summary:
Charge ... 0
E_HOMO ... -8.248 eV
ΔE to the lowest compared entry with this formula, charge and spin ... 0.0 kJ/mol
Molar mass ... 331.46 g/mol
Kohn-Sham gap ... 8.61 eV

=====

# 4
C3H8BrINS | wB97M-V/def2-TZVPD

The geometry in XYZ format:
```
15
Properties=species:S:1:pos:R:3:nbo_charge:R:1
C -2.937 0.795 0.351 -0.64
C -1.476 0.529 0.705 -0.44
C 2.795 -0.758 -1.204 0.14
N 3.055 -1.919 -0.735 -0.65
S -0.356 1.921 0.459 -0.01
Br 3.308 0.704 -0.175 0.28
I -0.693 -1.023 -0.501 0.09
H -3.440 -0.042 0.932 0.22
H -3.193 1.705 0.823 0.22
H -3.337 0.748 -0.635 0.24
H -1.539 0.348 1.740 0.22
H 2.547 -0.606 -2.269 0.27
H 3.442 -2.055 0.317 0.47
H 2.933 -2.833 -1.200 0.46
H -1.107 2.486 1.393 0.13
```

Summary:
Charge ... +1
E_HOMO ... -12.334 eV
ΔE to the lowest compared entry with this formula, charge and spin ... 14.4 kJ/mol
Molar mass ... 296.98 g/mol
Kohn-Sham gap ... 7.01 eV

=====

# 5
C24H23N5O2 | wB97M-V/def2-TZVPD

The geometry in XYZ format:
```
54
Properties=species:S:1:pos:R:3:nbo_charge:R:1
C -4.493 -0.386 4.011 -0.61
C -4.394 -1.261 2.763 -0.21
N -4.595 -0.489 1.567 -0.15
C -3.692 0.271 0.920 -0.03
C -4.355 0.887 -0.135 -0.24
C -3.902 1.805 -1.159 0.05
N -2.744 1.984 -1.654 -0.20
N -1.693 1.248 -1.243 -0.47
C -0.434 1.431 -1.754 0.65
O -0.132 2.291 -2.543 -0.55
C 0.553 0.481 -1.140 -0.09
C 1.706 1.006 -0.615 -0.21
C 2.630 0.156 0.039 0.21
C 3.858 0.724 0.617 -0.06
C 3.803 1.894 1.362 -0.19
C 4.942 2.434 1.931 -0.25
C 6.157 1.800 1.747 -0.18
C 6.239 0.640 0.996 -0.30
C 5.099 0.087 0.422 0.33
O 5.094 -1.019 -0.360 -0.48
C 6.306 -1.691 -0.596 -0.25
N 2.418 -1.128 0.179 -0.39
C 1.320 -1.680 -0.364 0.14
C 1.145 -3.074 -0.227 -0.18
C 0.065 -3.695 -0.788 -0.21
C -0.875 -2.956 -1.522 -0.21
C -0.742 -1.602 -1.663 -0.22
C 0.339 -0.922 -1.066 -0.03
C -5.692 0.411 -0.018 0.18
C -6.848 0.729 -0.894 -0.65
N -5.799 -0.413 1.004 -0.27
H -4.358 -0.993 4.901 0.22
H -3.729 0.389 3.997 0.21
H -5.469 0.090 4.054 0.22
H -3.413 -1.744 2.713 0.21
H -5.172 -2.027 2.781 0.23
H -2.688 0.353 1.290 0.22
H -4.668 2.422 -1.609 0.20
H -1.842 0.487 -0.582 0.38
H 1.903 2.063 -0.701 0.24
H 2.847 2.374 1.514 0.21
H 4.881 3.340 2.514 0.21
H 7.055 2.209 2.187 0.21
H 7.201 0.171 0.863 0.22
H 6.051 -2.535 -1.236 0.20
H 6.749 -2.064 0.333 0.18
H 7.029 -1.052 -1.114 0.18
H 1.899 -3.620 0.317 0.23
H -0.065 -4.763 -0.687 0.22
H -1.706 -3.467 -1.987 0.22
H -1.452 -1.050 -2.263 0.22
H -7.724 0.194 -0.539 0.24
H -7.052 1.799 -0.879 0.22
H -6.641 0.437 -1.922 0.22
```

Summary:
Charge ... 0
E_HOMO ... -8.368 eV
ΔE to the lowest compared entry with this formula, charge and spin ... 263.6 kJ/mol
Molar mass ... 413.48 g/mol
Kohn-Sham gap ... 8.25 eV

=====

# 6
C6H14O | wB97M-V/def2-TZVPD

The geometry in XYZ format:
```
21
Properties=species:S:1:pos:R:3:nbo_charge:R:1
C 2.935 -1.244 -0.641 -0.60
C 1.662 -1.470 0.138 -0.43
C 1.095 -0.109 0.435 -0.36
C -0.385 -0.191 0.924 -0.43
C -1.185 0.725 0.037 -0.05
O -2.532 0.710 0.420 -0.54
C -3.312 1.554 -0.381 -0.25
H 3.765 -0.898 -0.017 0.21
H 2.581 -0.217 -1.250 0.19
H 3.276 -2.179 -1.145 0.22
H 0.962 -2.104 -0.432 0.20
H 1.742 -1.848 1.165 0.21
H 1.722 0.362 1.206 0.20
H 1.449 0.544 -0.607 0.17
H -0.544 0.098 1.977 0.21
H -0.810 -1.210 0.846 0.21
H -0.763 1.742 0.108 0.16
H -1.063 0.396 -1.010 0.16
H -2.970 2.600 -0.319 0.16
H -4.339 1.493 -0.017 0.19
H -3.286 1.246 -1.439 0.16
```

Summary:
Charge ... 0
E_HOMO ... -9.827 eV
ΔE to the lowest compared entry with this formula, charge and spin ... 227.8 kJ/mol
Molar mass ... 102.18 g/mol
Kohn-Sham gap ... 10.98 eV

=====

# 7
C5H8O | wB97M-V/def2-TZVPD

The geometry in XYZ format:
```
14
Properties=species:S:1:pos:R:3:nbo_charge:R:1
O -2.074 0.313 -0.970 -0.68
C -0.796 0.047 -0.600 0.37
C -0.120 1.167 0.119 -0.46
C 0.772 0.025 0.627 -0.30
C -0.385 -0.980 0.432 -0.46
C 1.687 -0.213 -0.476 -0.34
H -2.603 -0.469 -1.173 0.48
H -0.793 1.581 0.882 0.20
H 0.333 1.972 -0.468 0.21
H 1.071 -0.038 1.673 0.22
H -0.066 -2.003 0.212 0.21
H -1.098 -0.972 1.277 0.19
H 2.251 0.632 -0.881 0.18
H 2.251 -1.151 -0.477 0.17
```

Summary:
Charge ... 0
E_HOMO (alpha / beta) ... -7.526 / -8.217 eV
ΔE to the lowest compared entry with this formula, charge and spin ... 441.9 kJ/mol
Molar mass ... 84.12 g/mol
Kohn-Sham gap (alpha / beta) ... 8.05 / 8.87 eV